# C6H12O

An isolated molecule of C6H12O (ωB97M-V/def2-TZVPD, OMol25).

Last column: Löwdin charge in e.
Cartesian coordinates (Å):
C 2.6121 -0.3453 0.2124  -0.10
C 1.5101 0.4280 -0.5078  -0.21
C 0.1527 0.2221 0.1318  -0.39
C -1.0207 1.0096 -0.4602  -0.13
C -2.2305 0.1168 -0.1007  -0.14
C -1.5637 -1.1387 0.5148  -0.20
O -0.2443 -1.1355 0.0073  -0.11
H 2.6471 -0.0684 1.2734  0.08
H 2.4231 -1.4213 0.1542  0.07
H 3.5976 -0.1413 -0.2196  0.07
H 1.7365 1.5024 -0.5087  0.12
H 1.4426 0.1155 -1.5577  0.12
H 0.1999 0.4569 1.2117  0.15
H -1.0777 2.0181 -0.0381  0.11
H -0.9031 1.1066 -1.5453  0.11
H -2.7877 -0.1633 -0.9990  0.10
H -2.9328 0.6143 0.5761  0.11
H -1.5129 -1.0992 1.6157  0.12
H -2.0485 -2.0774 0.2399  0.12

Values from the calculation:
- Kohn-Sham gap (eV) = 11.00
- DFT total energy (a.u.) = -311.04452
- energy above the lowest of the compared OMol25 structures with the same formula, charge and spin (kJ/mol) = 38.7
- charge = 0

# C10H16O

A 2-piece molecular cluster, C10H16O overall in a non-equilibrium geometry (ωB97M-V/def2-TZVPD, OMol25).

Last column: Mulliken spin population.
Cartesian coordinates (Å):
C 1.3171 -1.6924 -1.6470  -0.01
C 1.8135 -2.5329 -0.3408  0.11
C 2.0827 -0.2896 -1.3591  0.00
H 1.7417 -2.1336 -2.5701  -0.04
H 0.3223 -1.8057 -1.5406  0.04
H 1.0463 -2.4606 0.4826  0.00
H 3.0713 -0.4849 -1.0753  -0.03
H 2.7461 -2.3127 0.1208  -0.02
H 2.2042 -3.6530 -0.5467  -0.02
H 2.3244 0.1353 -2.2706  0.01
H 1.5203 0.1669 -0.5844  0.03
C -2.0865 -0.2214 2.6390  -0.02
C -0.8368 2.7277 0.5087  0.49
C -0.9382 2.0176 -0.7252  0.00
C -1.0384 1.9341 1.6720  -0.06
C -1.3687 0.6016 1.5566  -0.04
C -0.9524 0.6861 -0.8339  0.25
C -1.0880 -0.0729 0.3577  0.34
O -0.6342 2.9347 -1.6441  -0.23
H -0.6199 3.7174 0.5232  0.03
H -1.0573 2.4967 2.6147  0.01
H -0.8039 -0.0255 -1.7766  0.05
H -0.4897 2.6728 -2.6622  0.06
H -3.2701 -0.1863 2.4813  0.01
H -1.8952 0.1895 3.6063  0.00
H -1.4997 -1.0805 0.3201  0.03
H -1.6111 -1.3284 2.6935  0.01

Values from the calculation:
- Kohn-Sham gap (alpha / beta) (eV) = 3.17 / 6.81
- DFT total energy (a.u.) = -465.70470
- energy above the lowest of the compared OMol25 structures with the same formula, charge and spin (kJ/mol) = 314.7
- charge = -1
- spin multiplicity = 2

# C2H5Cl3P2

C2H5Cl3P2 as an isolated structure in a non-equilibrium geometry (ωB97M-V/def2-TZVPD, OMol25).

Last column: Löwdin charge in e.
Cartesian coordinates (Å):
C 0.3504 -0.5867 -0.5981  -0.67
C 0.4094 0.7378 -0.0797  -1.54
P -0.8881 -1.6914 0.2723  0.75
P -1.3845 1.1620 0.3786  0.74
Cl 2.6270 -1.3763 0.1689  -0.04
Cl 1.0881 1.7462 -1.4819  0.53
Cl 1.1737 0.9936 1.5133  0.52
H 0.6291 -0.4775 -1.6790  0.05
H -0.2056 -2.9601 0.2959  -0.08
H -0.6585 -1.3248 1.6649  -0.07
H -1.4209 2.5518 0.4671  -0.08
H -1.7201 1.2254 -0.9223  -0.11

Values from the calculation:
- Kohn-Sham gap (alpha / beta) (eV) = 7.50 / 7.50
- DFT total energy (a.u.) = -2142.34323
- energy above the lowest of the compared OMol25 structures with the same formula, charge and spin (kJ/mol) = 221.2
- charge = 0

# C4H6ClFN2

An isolated molecule of C4H6ClFN2 in a non-equilibrium geometry (ωB97M-V/def2-TZVPD, OMol25).

Last column: Löwdin charge in e.
Cartesian coordinates (Å):
C -2.0653 1.1973 -0.0162  -0.10
C -1.0349 0.1099 -0.0528  -0.62
C 0.2920 0.3382 -0.0121  -0.24
C 1.4964 -0.5341 -0.0557  -0.46
H -2.6525 1.1618 -0.9358  0.08
H -1.6023 2.1657 0.0822  0.07
H -2.7427 1.0384 0.8294  0.08
H 0.5474 -2.2357 0.6556  0.06
H 2.1956 -2.3859 0.1887  0.09
H 2.6180 0.9621 -0.4124  0.06
N 1.3291 -1.9000 0.0721  0.09
N 2.6674 -0.0606 -0.2402  0.13
F 0.6573 1.6368 0.0370  0.04
Cl -1.7057 -1.4937 -0.1399  0.70

Values from the calculation:
- Kohn-Sham gap (eV) = 9.97
- DFT total energy (a.u.) = -825.57268
- energy above the lowest of the compared OMol25 structures with the same formula, charge and spin (kJ/mol) = 0.0
- charge = 0

Which value of DFT total energy does entry 3 give? -2142.34323 a.u.